Formula: C8H18F3GaOPS
Source: the OMol25 dataset
Level of theory: wB97M-V/def2-TZVPD

## Properties
DFT total energy: -91284.33346 eV
LUMO energy: 3.01 eV
gap between HOMO and LUMO: 7.031 eV
charge: -1
max |F|: 5.459 eV Å⁻¹
HOMO: -4.0 eV

CARTESIAN COORDINATES (ANGSTROEM)
1 H -2.5620 0.7808 -2.5329
2 H 2.2559 0.2046 4.1281
3 H 0.6709 1.8329 -4.5841
4 H -0.4642 -0.1671 4.8361
5 C -1.5410 -1.6015 -0.5521
6 P -0.3315 1.6543 -1.7488
7 C -1.5927 1.0999 -3.1264
8 H 1.5321 0.6269 1.1493
9 H -1.1895 0.1235 -3.6537
10 C 0.4998 0.2451 1.5934
11 H 2.5194 1.4725 -4.5100
12 F -1.3102 -4.5633 0.7211
13 H 1.8563 0.1848 6.0481
14 H 2.2545 1.7463 -1.7210
15 Ga -0.9180 0.2798 0.0896
16 C 1.4227 1.2356 -2.4034
17 C 1.6208 1.9252 -3.9058
18 H 1.6245 0.0807 -2.5455
19 H -0.3504 1.6460 5.3575
20 F -0.0672 -4.9514 -1.3000
21 C 0.1189 0.8270 4.6289
22 H -2.2399 0.9827 0.7340
23 O -0.4773 -2.6186 -0.5539
24 H -1.8366 1.9556 -3.8884
25 C -1.0263 -3.9910 -0.6405
26 H 1.8516 3.0922 -3.8151
27 F -2.3422 -4.0456 -1.3796
28 C 1.7257 0.7604 5.0376
29 H -2.0337 -1.4288 -1.6256
30 H -2.4427 -1.9605 0.1360
31 H 0.7163 -0.8150 2.0490
32 S -0.0347 1.5002 2.8876
33 H 2.0907 1.8857 5.0906


Formula: C8H18F5IrN4O
Source: the OMol25 dataset
Level of theory: wB97M-V/def2-TZVPD

## Properties
DFT total energy: -33009.01995 eV
LUMO energy (alpha / beta): -2.73 / -3.13 eV
gap between HOMO and LUMO (alpha / beta): 8.167 / 7.630 eV
charge: +1
max |F|: 7.991 eV Å⁻¹
spin multiplicity: 2
HOMO (alpha / beta): -10.9 / -10.8 eV
ΔE to the lowest compared entry with this formula, charge and spin: 8.318 eV

CARTESIAN COORDINATES (ANGSTROEM)
1 C 0.2884 2.0608 -1.7082
2 N -0.2613 -1.1741 0.8204
3 F 1.4249 3.5758 -0.3165
4 H 2.4572 -0.8760 -0.7652
5 H -1.0552 -0.2368 -2.2213
6 C -0.1675 -1.9257 -1.5337
7 H -0.7018 -2.4927 -2.3000
8 C -2.2557 0.3269 1.1245
9 H -1.9225 -1.9096 -0.3119
10 N -1.5942 1.2832 0.2088
11 F 1.4706 1.4458 -2.0836
12 H -2.9968 -0.2509 0.5671
13 F 0.3131 4.4193 -1.9630
14 C 0.9879 -1.7527 1.4366
15 C -0.8566 -2.1002 -0.1673
16 F -0.9351 1.4656 -2.0346
17 H -0.7886 -3.1403 0.1641
18 C -1.2307 -0.5972 1.7922
19 C 0.3211 3.4109 -1.0587
20 H -2.8087 0.8703 1.8936
21 H 0.5497 -0.3193 -2.6389
22 O 0.8490 0.5815 1.6550
23 Ir 0.3283 0.5604 -0.1173
24 H -1.4879 2.1710 0.6894
25 F -0.7244 3.6489 -0.2487
26 H -2.1243 1.4179 -0.6445
27 H 2.9502 0.5766 -0.0533
28 N 2.2662 -0.1855 -0.0357
29 N -0.1340 -0.5017 -1.9005
30 C 2.1716 -0.7569 1.3277
31 H 3.1182 -1.2504 1.6026
32 H 0.8507 -2.3228 -1.4936
33 H 0.8353 -2.0412 2.4803
34 H -0.6929 -0.0011 2.5222
35 H 2.0224 0.0796 2.0548
36 H -1.7512 -1.3896 2.3441
37 H 1.2844 -2.6697 0.9133